An isolated molecule of C4H6N2O at a distorted geometry, computed with ωB97M-V/def2-TZVPD.

XYZ file:
```
13
Properties=species:S:1:pos:R:3:forces:R:3:lowdin_charge:R:1
C -2.1693 0.0588 0.2457 1.2420 1.5884 -0.0826 -0.440
C 0.9211 -0.7250 0.0457 -1.1680 -1.4745 0.4030 -0.021
C 1.1906 -1.9909 -0.0828 -0.1578 0.5933 -0.8261 0.112
C 0.7466 1.5178 -0.1521 2.3107 2.2207 -3.2924 -0.036
N -0.9840 0.2080 0.8801 -0.7151 -0.4768 2.7777 0.028
N 0.2214 0.2941 0.2649 -0.5650 -1.8225 -0.6934 -0.220
O -2.3309 0.2198 -0.9465 -0.6054 -0.6400 -1.1666 -0.049
H -3.0237 -0.0027 0.9677 0.6579 -0.2967 -0.2888 0.115
H 1.7624 -2.5570 0.6089 0.4150 -0.2640 0.6231 0.064
H 0.8419 -2.4913 -0.9848 0.2004 0.1071 0.0073 0.089
H 0.4237 2.3230 0.4720 -0.9145 0.4607 -0.0280 0.084
H 1.8601 1.5205 0.0278 -0.9873 -0.2007 -0.5598 0.108
H 0.5401 1.6251 -1.3465 0.2869 0.2048 3.1265 0.166
```
Positions in Å, forces in eV/Å.

## Properties
Energy above the lowest of the compared OMol25 structures with the same formula, charge and spin, kJ/mol: 506.46
2S+1: 1
Molar mass, g mol⁻¹: 98.10
E_LUMO (alpha / beta), eV: 0.021 / 0.020
Orbital gap (alpha / beta), eV: 8.594 / 8.593
Total charge: 0
Total energy, Eh: -340.60201